# 1
A 3-piece molecular cluster, C9H16N overall, computed with ωB97M-V with the def2-TZVPD basis set.

XYZ file:
```
26
Properties=species:S:1:pos:R:3:forces:R:3
C -1.630544 -0.548518 -0.416608 0.31 1.34 0.89
C 0.331546 0.467090 -1.685084 0.83 1.26 -2.01
C 0.686852 -1.566379 -0.217491 0.99 -1.89 0.67
C -0.820147 0.727364 -0.729172 -0.96 -0.11 0.17
C -0.439443 -0.947672 0.639266 -0.47 -0.09 -0.63
C 1.102374 -0.152227 -0.500597 1.44 0.91 -1.88
C -1.454351 2.091702 -0.653820 -2.31 0.68 -2.94
C -0.898933 -1.278701 1.940460 -1.10 -0.78 0.23
C 2.555321 0.265912 -0.250058 -1.73 1.65 -2.57
N 0.095140 0.422593 0.405941 -0.05 0.49 2.23
H -2.535426 -0.246191 0.126053 0.03 -0.70 -0.48
H -1.645605 -1.292166 -1.189201 -0.68 -0.35 -0.16
H 0.140123 -0.095181 -2.600189 -0.14 -0.55 0.29
H 0.786316 1.398594 -2.140183 -0.34 -0.65 1.12
H 1.494340 -2.162115 0.192003 0.28 0.43 1.63
H 0.561395 -2.347848 -0.983751 -1.34 0.98 -0.54
H -1.609540 2.457192 -1.743027 1.06 -0.11 1.61
H -0.794196 2.664212 -0.052737 0.57 1.10 0.09
H -2.524440 2.334763 -0.349138 1.23 -1.36 0.51
H -1.828158 -0.920115 2.464910 1.10 0.18 -0.83
H -0.062595 -0.496979 2.860617 1.66 1.36 0.94
H -0.629438 -2.274778 2.222615 0.08 -0.65 0.63
H 2.528368 1.318574 0.021496 -0.15 0.54 -0.64
H 3.117847 0.176953 -1.217650 -0.01 -0.31 1.35
H 2.923247 -0.072694 0.650447 1.30 -1.91 1.50
H 0.549948 0.076617 3.204896 -1.59 -1.45 -1.18
```
Positions in Å, forces in eV/Å.

Calculated values
Total charge: +1
Orbital gap, eV: 6.71
HOMO energy, eV: -13.546
Energy relative to the best compared isomer or geometry (same formula, charge and spin), kcal per mole: 180.3
Maximum force, eV/Å: 3.80

Atom charges from the natural (NBO) analysis, given in e for atoms 1 to 8:
1. C -0.29
2. C -0.43
3. C -0.46
4. C 0.10
5. C -0.03
6. C 0.12
7. C -0.65
8. C -0.07

# 2
One molecule with the formula C4H6O2, computed with ωB97M-V with the def2-TZVPD basis set.

XYZ file:
```
12
Properties=species:S:1:pos:R:3:forces:R:3
C 0.521734 -0.523351 1.191157 0.02 -0.02 -0.03
C -0.266149 0.707616 0.744459 -0.12 -0.09 0.27
O 0.209455 1.269063 -0.467651 0.04 0.04 -0.11
C 0.071184 0.483198 -1.586841 -0.02 -0.09 -0.15
C -0.607150 -0.644460 -1.676437 -0.30 -0.64 -0.06
O -1.158412 -1.678505 -1.782977 0.42 0.85 0.10
H 0.157335 -1.450519 0.737592 0.09 0.15 0.05
H 1.574822 -0.394956 0.924060 -0.10 -0.02 0.07
H 0.457813 -0.636615 2.277935 -0.05 0.01 -0.15
H -0.162998 1.517781 1.470062 0.00 -0.13 -0.08
H -1.340315 0.477971 0.649081 0.14 0.03 0.00
H 0.542682 0.872777 -2.480441 -0.10 -0.11 0.09
```
Positions in Å, forces in eV/Å.

Calculated values
Orbital gap, eV: 8.89
SMILES: CCOC=C=O
HOMO energy, eV: -8.322
Energy relative to the best compared isomer or geometry (same formula, charge and spin), kcal per mole: 52.9
Maximum force, eV/Å: 0.95

Atom charges from the natural (NBO) analysis, given in e for atoms 1 to 8:
1. C -0.65
2. C -0.07
3. O -0.49
4. C -0.20
5. C 0.60
6. O -0.46
7. H 0.21
8. H 0.22

# 3
One molecule with the formula C30H42FN7O4, computed with ωB97M-V with the def2-TZVPD basis set.

XYZ file:
```
84
Properties=species:S:1:pos:R:3:forces:R:3
C 1.957199 4.823837 -0.246638 0.12 -0.31 -0.03
C 2.211128 3.322260 -0.318794 -0.07 0.15 0.05
N 1.100332 2.598251 -0.914772 0.13 0.00 0.17
C 0.752350 3.010370 -2.265698 0.02 0.10 -0.11
C 1.875154 2.953643 -3.307812 -0.20 -0.04 0.28
C 1.222968 1.157645 -0.765934 -0.25 -0.18 -0.04
C -0.148526 0.492718 -0.625688 0.27 0.26 0.16
C -0.926980 1.129194 0.530290 0.44 0.09 -0.31
N -2.159826 0.425048 0.826502 -0.26 0.17 -0.10
C -2.355276 -0.400438 1.866192 0.21 -0.03 0.37
O -3.387605 -1.029305 2.038389 -0.02 -0.25 0.27
C -1.217632 -0.563331 2.889119 -0.86 0.08 0.30
N -0.080627 -1.184981 2.284181 0.88 -0.18 -0.22
N -0.128465 -2.336858 1.662716 -1.05 -0.24 0.17
N 1.046902 -2.572359 1.204145 0.56 -0.27 -0.30
C 1.825486 -1.526083 1.560554 -0.95 0.27 0.44
C 3.215529 -1.384299 1.201685 0.67 -0.09 -0.26
C 3.844418 -2.364634 0.450738 -0.32 0.24 0.24
C 5.171845 -2.211306 0.087676 0.36 0.14 -0.05
C 5.883052 -1.081741 0.462250 0.04 0.10 0.04
O 7.181718 -0.835798 0.155066 -0.34 0.21 0.23
C 7.887918 -1.793089 -0.595154 0.12 -0.19 -0.15
C 5.241241 -0.077243 1.228438 0.19 0.03 -0.06
O 6.015003 0.995511 1.546521 0.03 -0.40 -0.22
C 5.437096 2.033527 2.297785 -0.11 0.17 0.13
C 3.920477 -0.240584 1.591372 0.11 -0.01 -0.02
N 1.115025 -0.634672 2.251500 0.62 0.12 -0.06
C -3.200408 0.531774 -0.203061 -0.08 -0.14 -0.18
C -3.093894 -0.664085 -1.184842 -0.09 0.57 0.40
O -2.774561 -0.472936 -2.343222 0.06 0.02 -0.44
N -3.343959 -1.846977 -0.621811 -0.09 -0.49 0.23
C -3.148674 -3.150582 -1.259251 0.09 -0.14 -0.33
C -4.065156 -3.263989 -2.479740 0.14 0.06 0.12
C -1.681389 -3.292572 -1.672222 -0.16 0.06 0.04
C -3.505799 -4.205994 -0.215781 0.07 0.20 -0.13
C -4.578861 0.730752 0.384558 -0.19 0.18 -0.05
C -4.745358 1.595517 1.461332 -0.10 -0.09 -0.19
C -5.996754 1.827172 1.997979 -0.17 0.00 0.00
C -7.088838 1.195217 1.432345 0.11 -0.07 -0.12
F -8.315698 1.418244 1.948851 0.06 -0.02 -0.01
C -6.957699 0.352288 0.345771 -0.19 0.14 0.21
C -5.696281 0.125085 -0.174948 0.18 0.20 0.06
H 2.710420 5.289461 0.384648 0.06 0.10 0.02
H 2.006340 5.285678 -1.228490 -0.01 0.12 -0.10
H 0.976408 5.013978 0.181329 -0.12 0.05 0.05
H 3.166014 3.133075 -0.838428 0.01 -0.03 0.07
H 2.313505 2.944445 0.703873 0.08 -0.02 -0.08
H -0.066362 2.368352 -2.595967 -0.07 0.09 -0.01
H 0.364682 4.030880 -2.212099 -0.09 -0.06 -0.09
H 1.468069 3.189504 -4.287456 0.01 0.03 -0.12
H 2.315629 1.960229 -3.352013 0.09 -0.08 -0.06
H 2.660379 3.670774 -3.081778 0.12 0.06 -0.02
H 1.795702 0.955193 0.141814 0.03 0.03 -0.05
H 1.763549 0.686513 -1.600313 0.08 0.00 0.06
H -0.715114 0.583875 -1.551238 -0.06 -0.06 -0.03
H -0.003247 -0.573800 -0.445495 -0.06 -0.11 0.01
H -1.168258 2.160591 0.257874 -0.01 -0.09 0.14
H -0.288919 1.166820 1.411570 -0.08 0.07 0.00
H -0.901277 0.386309 3.323031 0.06 -0.16 -0.09
H -1.611434 -1.214865 3.675379 0.06 0.18 -0.16
H 3.290034 -3.240386 0.154731 -0.03 -0.10 -0.05
H 5.645696 -2.984853 -0.494683 0.09 -0.04 -0.06
H 8.892385 -1.389742 -0.712299 -0.06 -0.07 -0.02
H 7.440292 -1.941417 -1.583355 0.01 0.00 0.05
H 7.942657 -2.753997 -0.073203 -0.02 0.04 -0.02
H 4.597809 2.495569 1.766927 0.01 -0.03 0.02
H 5.097854 1.682248 3.277914 0.00 0.01 -0.04
H 6.226413 2.771052 2.433516 -0.09 -0.02 0.02
H 3.404834 0.498649 2.182432 0.02 0.15 0.06
H -2.958436 1.423279 -0.794666 0.06 -0.25 0.04
H -3.622431 -1.854947 0.352753 0.04 0.16 -0.04
H -3.834464 -2.472805 -3.187560 -0.01 0.02 -0.08
H -5.107272 -3.175832 -2.179431 -0.13 -0.01 0.03
H -3.922572 -4.224591 -2.966803 0.00 -0.15 -0.06
H -1.036264 -3.211642 -0.799632 0.07 -0.01 0.08
H -1.516010 -4.259736 -2.138351 0.03 -0.15 -0.07
H -1.419812 -2.512675 -2.382160 0.06 0.04 -0.08
H -3.387755 -5.201089 -0.635796 0.01 -0.09 -0.05
H -4.536749 -4.087426 0.110947 -0.14 -0.01 0.05
H -2.851258 -4.115140 0.648161 0.08 -0.01 0.13
H -3.885866 2.087886 1.892047 0.10 0.04 0.06
H -6.134014 2.487409 2.839600 -0.04 0.06 0.08
H -7.831082 -0.116356 -0.079016 -0.11 -0.03 -0.03
H -5.586625 -0.524687 -1.028929 -0.03 -0.09 -0.07
```
Positions in Å, forces in eV/Å.

Calculated values
Orbital gap, eV: 8.71
SMILES: CCN(CC)CCCN(C(=O)Cn1nnc(-c2ccc(OC)c(OC)c2)n1)[C@@H](C(=O)NC(C)(C)C)c1ccc(F)cc1
HOMO energy, eV: -8.203
Energy relative to the best compared isomer or geometry (same formula, charge and spin), kcal per mole: 2.4
Maximum force, eV/Å: 1.09

Atom charges from the natural (NBO) analysis, given in e for atoms 1 to 8:
1. C -0.62
2. C -0.21
3. N -0.47
4. C -0.22
5. C -0.64
6. C -0.21
7. C -0.43
8. C -0.22